{"formula": "C6H11NO", "method": "ωB97M-V/def2-TZVPD", "elements": ["C", "C", "N", "C", "O", "C", "C", "C", "H", "H", "H", "H", "H", "H", "H", "H", "H", "H", "H"], "xyz": [[2.45, 0.95, -0.16], [1.70, 0.05, -0.82], [0.27, -0.15, -0.71], [-0.53, -0.25, -1.81], [-1.74, -0.33, -1.95], [-0.26, -0.27, 0.70], [-1.16, -1.52, 0.99], [-1.08, 0.97, 0.81], [3.45, 1.19, -0.49], [2.10, 1.43, 0.77], [2.07, -0.27, -1.75], [0.20, -0.26, -2.60], [0.66, -0.32, 1.31], [-1.98, -1.10, 1.61], [-1.53, -1.98, 0.12], [-0.56, -2.08, 1.61], [-1.96, 0.89, 0.09], [-0.56, 1.90, 0.49], [-1.54, 1.15, 1.79]], "mulliken_charge": [-0.81, -0.13, 0.14, 0.12, -0.56, 0.28, -1.35, -1.36, 0.28, 0.23, 0.36, 0.28, 0.39, 0.31, 0.35, 0.40, 0.34, 0.36, 0.38], "e_tot_ha": -365.15841, "e_lumo_ev": 0.91, "smiles": "C=CN(C=O)C(C)C", "total_charge": 0, "max_force_ev_per_a": 3.6}

***

{"formula": "C6H11NO", "method": "ωB97M-V/def2-TZVPD", "elements": ["C", "C", "C", "O", "H", "H", "H", "H", "H", "H", "H", "H", "C", "N", "C", "C", "H", "H", "H"], "xyz": [[0.36, 0.44, 1.47], [0.82, -1.60, -0.04], [-0.97, 0.09, 1.96], [0.60, -0.19, -0.08], [1.22, 0.00, 1.98], [0.52, 1.49, 1.22], [-0.09, -2.11, 0.29], [1.65, -1.81, 0.64], [1.09, -1.93, -1.04], [-0.99, -0.81, 2.58], [-1.60, -0.15, 0.96], [-1.49, 0.93, 2.40], [1.03, 1.46, -2.25], [-0.17, 1.07, -2.11], [-0.62, 0.22, -1.15], [-1.78, -0.25, -0.78], [1.86, 1.12, -1.64], [1.24, 2.20, -3.02], [-2.67, -0.18, -1.39]], "mulliken_charge": [-0.26, -0.78, -0.50, -0.23, 0.35, 0.21, 0.36, 0.32, 0.30, 0.30, 0.06, 0.33, -0.31, -0.43, 0.83, -1.35, 0.20, 0.30, 0.30], "e_tot_ha": -364.98022, "e_lumo_ev": 0.82, "total_charge": 0, "max_force_ev_per_a": 2.1}

***

{"formula": "C6H11NO", "method": "ωB97M-V/def2-TZVPD", "elements": ["C", "C", "C", "C", "N", "C", "C", "O", "H", "H", "H", "H", "H", "H", "H", "H", "H", "H", "H"], "xyz": [[-2.74, -1.12, -1.26], [-1.84, -1.42, -0.32], [-0.87, -0.43, 0.25], [0.60, -0.82, 0.07], [1.51, -0.14, 0.97], [1.79, 1.19, 1.06], [1.52, 2.01, -0.16], [2.34, 1.64, 2.04], [-3.55, -1.83, -1.42], [-2.72, -0.29, -1.95], [-1.95, -2.37, 0.18], [-1.02, 0.58, -0.12], [-1.04, -0.41, 1.33], [0.74, -1.89, 0.11], [0.90, -0.62, -0.97], [1.87, -0.71, 1.72], [1.65, 3.07, 0.06], [2.23, 1.71, -0.94], [0.57, 1.85, -0.65]], "mulliken_charge": [-0.78, -0.24, -0.29, -0.89, -0.13, 0.63, -0.96, -0.63, 0.25, 0.27, 0.30, 0.37, 0.25, 0.48, 0.28, 0.24, 0.31, 0.27, 0.29], "e_tot_ha": -365.19672, "e_lumo_ev": 0.90, "smiles": "C=CCCNC(C)=O", "total_charge": 0, "max_force_ev_per_a": 1.6}

***

{"formula": "C6H11NO", "method": "ωB97M-V/def2-TZVPD", "elements": ["C", "C", "C", "C", "C", "C", "H", "H", "H", "H", "H", "H", "H", "H", "H", "H", "H", "N", "O"], "xyz": [[1.81, 0.09, -0.47], [0.52, -0.46, 0.21], [0.35, -2.03, -0.11], [-0.74, -0.83, -0.66], [-1.08, 1.15, -0.70], [-0.11, 0.90, 0.63], [2.15, -0.49, -1.49], [2.60, -0.02, 0.18], [1.94, 1.05, -0.87], [0.08, -2.99, 0.44], [1.46, -1.94, -0.61], [-1.58, -1.13, 0.16], [-0.71, 2.01, -1.19], [-2.26, 1.16, -0.49], [0.62, 1.63, 0.92], [-1.95, 1.51, 1.64], [-0.99, -0.47, 2.07], [-0.87, 0.82, 1.85], [-1.23, 0.05, -1.52]], "mulliken_charge": [-1.99, 0.89, -0.76, 0.04, -0.60, -0.38, 0.37, 0.45, 0.44, 0.27, 0.27, 0.16, 0.28, 0.41, 0.49, 0.32, 0.36, -0.67, -0.35], "e_tot_ha": -364.83781, "e_lumo_ev": 0.86, "total_charge": 0, "max_force_ev_per_a": 8.6}

***

{"formula": "C6H11NO", "method": "ωB97M-V/def2-TZVPD", "elements": ["C", "C", "C", "C", "N", "C", "C", "H", "H", "H", "H", "H", "H", "H", "H", "H", "H", "H", "O"], "xyz": [[-1.61, -2.56, 0.81], [-1.39, -1.09, 0.22], [0.03, -0.75, -0.03], [0.41, 0.62, -0.12], [1.70, 0.70, -0.52], [2.18, -0.60, -0.56], [1.12, -1.52, -0.38], [-0.78, -3.17, 0.50], [-1.44, -2.32, 1.87], [-2.58, -2.97, 0.59], [-1.96, -1.07, -0.73], [-1.93, -0.48, 0.94], [-0.04, 1.57, 0.12], [2.32, 1.48, -0.67], [3.23, -0.71, -0.75], [1.10, -2.58, -0.20], [-2.15, 4.39, 0.78], [-1.53, 4.45, -0.57], [-1.38, 4.05, 0.30]], "mulliken_spin": [0.01, 0.00, 0.21, 0.35, -0.04, 0.36, 0.01, 0.00, 0.00, 0.00, 0.04, 0.01, 0.04, 0.00, 0.01, 0.00, 0.00, 0.00, 0.00], "e_tot_ha": -364.90872, "e_lumo_ev": [-3.41, -7.13], "total_charge": 1, "max_force_ev_per_a": 2.9, "spin_multiplicity": 2}

***

{"formula": "C6H11NO2", "method": "ωB97M-V/def2-TZVPD", "elements": ["H", "N", "C", "C", "C", "C", "C", "O", "H", "H", "H", "H", "H", "H", "C", "O", "H", "H", "H", "H"], "xyz": [[-1.21, -0.07, -2.63], [-1.30, -0.33, -1.64], [-0.38, 0.13, -0.90], [0.72, 1.02, -1.32], [1.23, 1.08, -2.55], [-0.85, 0.37, 0.83], [-2.20, -0.23, 1.08], [-0.34, 1.29, 1.39], [1.11, 1.67, -0.54], [0.84, 0.49, -3.36], [2.04, 1.76, -2.79], [-2.32, -0.37, 2.16], [-2.96, 0.44, 0.69], [-2.27, -1.20, 0.58], [1.57, -0.96, 1.80], [0.32, -1.29, 1.23], [1.52, 0.07, 2.17], [1.80, -1.64, 2.62], [2.38, -1.02, 1.06], [0.32, -1.21, 0.15]], "mulliken_charge": [0.27, -0.55, 0.12, -0.14, -0.81, 1.00, -1.30, -0.59, 0.35, 0.22, 0.27, 0.37, 0.36, 0.30, -0.60, -0.51, 0.27, 0.25, 0.27, 0.45], "e_tot_ha": -440.33802, "e_lumo_ev": -0.01, "smiles": "[H]/N=C(\\C=C)C(C)=O.CO", "total_charge": 0, "max_force_ev_per_a": 4.1}

***

{"formula": "C6H11NO2", "method": "ωB97M-V/def2-TZVPD", "elements": ["C", "C", "C", "O", "N", "O", "H", "H", "H", "H", "H", "C", "C", "C", "H", "H", "H", "H", "H", "H"], "xyz": [[-2.43, -0.92, -0.45], [-1.21, -0.92, 0.44], [-1.10, -0.11, 1.46], [-1.05, 0.53, 2.44], [-0.16, -1.79, 0.01], [0.88, -1.91, 0.97], [-2.75, -1.95, -0.61], [-2.19, -0.48, -1.42], [-3.23, -0.35, 0.01], [0.30, -1.39, -0.81], [0.63, -2.64, 1.55], [1.15, 0.63, -1.57], [0.87, 1.47, -0.58], [1.78, 1.75, 0.56], [0.48, 0.47, -2.39], [2.09, 0.10, -1.61], [-0.07, 2.00, -0.58], [2.68, 1.15, 0.51], [2.06, 2.81, 0.56], [1.27, 1.55, 1.50]], "mulliken_charge": [-1.23, 0.23, 0.69, -0.44, -0.35, -0.45, 0.33, 0.23, 0.37, 0.31, 0.32, -1.24, 0.37, -1.05, 0.39, 0.32, 0.35, 0.29, 0.36, 0.20], "e_tot_ha": -440.32467, "e_lumo_ev": 0.89, "smiles": "CC(=C=O)NO.C=CC", "total_charge": 0, "max_force_ev_per_a": 1.2}

***

{"formula": "C6H11NO2S", "method": "ωB97M-V/def2-TZVPD", "elements": ["C", "C", "S", "O", "O", "N", "C", "C", "C", "C", "H", "H", "H", "H", "H", "H", "H", "H", "H", "H", "H"], "xyz": [[-0.76, -2.07, 1.64], [-0.26, -1.80, 0.44], [-0.86, -0.58, -0.61], [-2.13, -0.10, -0.14], [-0.56, -1.09, -1.99], [0.21, 0.65, -0.29], [0.10, 1.36, 1.04], [1.11, 2.44, 0.65], [2.25, 1.38, 0.35], [1.62, 0.33, -0.59], [-1.66, -1.56, 1.89], [-0.41, -3.09, 2.17], [0.69, -2.28, -0.13], [0.43, 0.86, 1.99], [-1.03, 1.63, 1.10], [0.87, 3.15, -0.14], [1.22, 2.89, 1.63], [2.57, 0.94, 1.41], [3.15, 2.00, -0.11], [1.85, -0.80, -0.26], [1.90, 0.56, -1.76]], "mulliken_charge": [-0.70, -0.19, 1.17, -0.68, -0.71, -0.05, -0.60, -0.65, -0.56, -0.17, 0.38, 0.22, 0.35, 0.26, 0.35, 0.32, 0.35, 0.23, 0.31, 0.14, 0.22], "e_tot_ha": -838.50742, "e_lumo_ev": 0.61, "smiles": "C=CS(=O)(=O)N1CCCC1", "total_charge": 0, "max_force_ev_per_a": 3.9}

***

{"formula": "C6H11NO4", "method": "ωB97M-V/def2-TZVPD", "elements": ["C", "C", "C", "C", "C", "C", "N", "O", "O", "O", "O", "H", "H", "H", "H", "H", "H", "H", "H", "H", "H", "H"], "xyz": [[1.89, 0.54, -0.76], [-1.57, 1.21, -0.44], [-2.52, -1.25, -0.16], [2.89, 1.64, 1.14], [-0.15, -0.99, -0.67], [-1.28, -0.31, -0.04], [0.45, -1.96, 0.14], [1.15, -2.81, -0.43], [2.38, 0.86, -1.80], [0.23, -2.01, 1.35], [1.94, 0.68, 0.48], [-2.39, 1.08, -1.17], [-1.90, 1.60, 0.48], [-0.76, 1.71, -0.85], [-3.31, -0.62, 0.19], [-2.34, -2.08, 0.46], [-2.63, -1.59, -1.09], [2.46, 1.36, 2.08], [2.62, 2.76, 0.88], [3.98, 1.50, 0.99], [-0.03, -1.04, -1.78], [-1.11, -0.28, 1.00]], "mulliken_charge": [0.52, -1.47, -1.79, -0.62, -0.84, 0.82, 1.19, -0.68, -0.45, -0.65, -0.15, 0.35, 0.37, 0.40, 0.48, 0.45, 0.46, 0.27, 0.28, 0.29, 0.45, 0.33], "e_tot_ha": -590.68123, "e_lumo_ev": [-1.05, -0.58], "total_charge": 0, "max_force_ev_per_a": 4.6}

***

{"formula": "C6H11NOS", "method": "ωB97M-V/def2-TZVPD", "elements": ["C", "C", "C", "C", "C", "C", "N", "O", "S", "H", "H", "H", "H", "H", "H", "H", "H", "H", "H", "H"], "xyz": [[1.45, -0.94, 2.01], [-0.95, 1.44, 0.58], [0.96, -2.09, -1.40], [0.21, -0.89, -1.93], [1.14, -0.72, -0.76], [-1.48, 2.90, 0.73], [0.18, 1.07, 1.02], [-1.51, -1.27, 0.36], [0.38, -0.60, 0.81], [1.54, -0.36, 2.89], [1.68, -2.04, 2.05], [-1.69, 0.70, 0.08], [0.18, -2.70, -0.84], [1.61, -2.63, -2.08], [0.48, -0.41, -2.80], [-0.95, -1.06, -1.93], [1.87, 0.00, -0.99], [-2.37, 2.85, 1.40], [-1.82, 3.08, -0.25], [-0.92, 3.68, 1.05]], "mulliken_charge": [-0.91, 0.40, -0.63, -0.46, -0.19, -1.17, -0.56, -0.72, 0.61, 0.35, 0.23, 0.36, 0.25, 0.34, 0.38, 0.18, 0.53, 0.29, 0.32, 0.39], "e_tot_ha": -763.09459, "e_lumo_ev": [0.10, -0.03], "total_charge": 0, "max_force_ev_per_a": 5.1}

***

{"formula": "C6H11NS", "method": "ωB97M-V/def2-TZVPD", "elements": ["C", "C", "C", "C", "S", "C", "N", "C", "H", "H", "H", "H", "H", "H", "H", "H", "H", "H", "H"], "xyz": [[1.93, -1.24, -0.18], [1.54, -0.03, -0.26], [2.49, 0.93, 0.27], [0.18, 0.39, -0.54], [-0.35, 2.02, -0.53], [-0.81, -0.78, -0.57], [-2.33, -0.66, -0.59], [-2.78, 0.27, 0.67], [1.47, -2.18, -0.37], [2.98, -1.18, 0.37], [3.47, 0.40, 0.26], [2.57, 1.62, -0.42], [2.13, 1.51, 1.17], [-0.63, -1.35, 0.45], [-0.62, -1.32, -1.53], [-2.52, 0.05, -1.41], [-3.11, -0.36, 1.52], [-3.66, 0.98, 0.53], [-1.95, 0.91, 1.16]], "mulliken_charge": [-0.97, 0.77, -1.43, 0.22, -0.17, -0.82, -0.41, -0.65, 0.43, 0.15, 0.40, 0.48, 0.28, 0.34, 0.32, 0.32, 0.29, 0.27, 0.18], "e_tot_ha": -688.00969, "e_lumo_ev": -0.95, "smiles": "C=C(C)C(=S)CNC", "total_charge": 0, "max_force_ev_per_a": 5.6}

***

{"formula": "C6H11NS", "method": "ωB97M-V/def2-TZVPD", "elements": ["C", "C", "C", "C", "C", "C", "N", "S", "H", "H", "H", "H", "H", "H", "H", "H", "H", "H", "H"], "xyz": [[-0.31, 0.53, 0.59], [1.52, 1.81, 0.10], [1.60, -0.95, 0.36], [1.27, -1.96, -0.64], [-2.45, 0.34, -0.50], [-1.70, 0.24, 0.84], [0.21, 1.62, 0.34], [2.69, 0.34, 0.16], [1.86, 2.19, -0.90], [1.89, 2.46, 0.86], [1.65, -1.28, 1.38], [1.94, -2.80, -0.66], [1.07, -1.49, -1.56], [0.27, -2.35, -0.49], [-1.80, -0.32, -1.14], [-2.45, 1.39, -0.98], [-3.53, 0.14, -0.64], [-1.67, -0.88, 1.17], [-2.06, 0.95, 1.68]], "mulliken_charge": [0.10, -0.39, -0.26, -0.99, -1.02, -0.12, -0.40, -0.18, 0.26, 0.35, 0.42, 0.33, 0.34, 0.28, 0.24, 0.26, 0.32, 0.17, 0.28], "e_tot_ha": -688.01819, "e_lumo_ev": 0.56, "total_charge": 0, "max_force_ev_per_a": 3.7}

***

Which formula does entry 9 have?
C6H11NO4